(1)
# C25H43FNO3PRhSi2

C25H43FNO3PRhSi2 as an isolated structure (ωB97M-V/def2-TZVPD, OMol25).

```
77
Properties=species:S:1:pos:R:3:forces:R:3:mulliken_spin:R:1
Rh -0.383874 -0.439026 -0.173713 0.1 -0.5 -0.2 1.986
C -4.331973 0.176287 -1.464138 0.2 0.1 0.2 0.026
Si -3.741628 0.642554 0.271587 -0.1 -0.2 0.1 -0.069
C -3.679508 -0.886263 1.390927 -0.1 0.3 -0.1 0.061
C -4.934859 1.919310 0.976727 0.2 -0.1 0.0 0.039
C -1.972391 1.322099 0.188005 0.0 0.0 0.3 0.662
C -1.471882 1.933255 -1.042347 0.1 0.4 -0.4 -0.037
C -2.021495 3.047646 -1.681296 -0.1 -0.1 0.1 0.104
C -1.383213 3.566487 -2.791796 0.1 0.0 0.0 -0.004
C -0.224277 2.960977 -3.266240 -0.1 0.0 0.0 0.027
C 0.248810 1.843980 -2.604616 0.0 0.1 -0.1 -0.005
N -0.358189 1.350828 -1.528398 0.0 -0.1 0.3 -0.008
Si -0.982560 1.827181 1.730088 -0.1 0.5 0.5 -0.038
C -1.954050 3.212751 2.575657 0.1 -0.2 -0.2 0.046
C 0.706520 2.532102 1.242128 -0.2 -0.2 0.0 0.039
C -0.915933 0.433412 3.015609 0.0 0.1 -0.3 0.094
H -5.381628 0.447193 -1.590621 0.0 0.0 0.0 0.000
H -4.256639 -0.899051 -1.636047 0.0 0.0 0.0 0.003
H -3.767579 0.688528 -2.246730 0.0 0.0 0.0 -0.003
H -4.430319 -1.619783 1.089732 0.0 0.0 0.0 0.006
H -3.878628 -0.626435 2.432566 0.0 0.0 0.0 0.005
H -2.701471 -1.368906 1.352589 0.0 -0.1 0.0 -0.007
H -5.950967 1.522391 0.916094 0.0 0.0 0.0 0.000
H -4.912382 2.856098 0.416458 0.0 0.0 0.0 0.003
H -4.731073 2.147770 2.023292 0.0 0.0 0.0 -0.004
H -2.920603 3.500175 -1.282757 0.0 0.0 0.0 -0.004
H -1.777584 4.447199 -3.281738 0.0 0.0 0.0 0.000
H 0.289878 3.336272 -4.139364 0.0 0.0 0.0 0.002
H 1.138601 1.323569 -2.938271 0.0 0.0 0.0 -0.005
H -2.202047 4.028269 1.894017 0.0 0.0 0.0 0.005
H -1.363912 3.627792 3.396195 0.0 0.0 0.0 0.004
H -2.884125 2.829047 2.997369 0.0 0.0 0.0 -0.004
H 0.574914 3.414616 0.611101 0.0 0.0 0.0 -0.002
H 1.319100 1.820549 0.690114 0.1 0.0 0.0 -0.025
H 1.264713 2.845162 2.127350 -0.1 0.0 0.1 0.004
H -1.905030 0.311313 3.461078 0.0 0.0 0.0 0.007
H -0.227060 0.702999 3.817622 0.0 0.0 0.0 0.005
H -0.613537 -0.534790 2.610876 0.0 0.0 0.1 -0.012
C 3.730863 -0.535141 3.865262 -0.1 0.0 -0.2 0.000
C 2.464429 -0.301897 3.068072 0.0 0.0 0.3 -0.008
O 2.763771 -0.471333 1.674335 -0.2 0.0 -0.3 0.026
P 1.756410 -1.098605 0.580267 0.3 0.0 0.0 0.083
O 2.830187 -1.232195 -0.595436 -0.1 -0.2 -0.1 0.024
C 3.490383 -0.097232 -1.185206 0.1 0.2 0.0 0.005
C 4.981064 -0.355306 -1.213717 -0.2 -0.1 0.1 0.001
O 1.556517 -2.620671 1.003069 -0.1 0.2 0.0 0.054
C 2.662111 -3.500421 1.329466 0.1 -0.2 0.2 0.009
C 2.371337 -4.192653 2.642350 0.0 0.1 -0.1 -0.001
H 3.548946 -0.304028 4.914613 0.0 0.0 0.0 0.000
H 4.528749 0.109033 3.496552 0.0 0.0 0.0 0.000
H 4.059546 -1.571257 3.784051 0.0 0.0 0.0 0.000
H 2.098211 0.714491 3.223731 0.0 0.0 -0.1 0.000
H 1.685702 -1.004363 3.374329 0.0 0.0 0.0 -0.004
H 3.267351 0.807150 -0.613751 0.0 0.0 0.0 -0.003
H 3.093179 0.021466 -2.195834 0.0 0.0 0.0 0.001
H 5.355691 -0.486362 -0.198913 0.0 0.0 0.0 0.000
H 5.497104 0.485774 -1.676238 0.0 0.0 0.0 0.001
H 5.195799 -1.258575 -1.784465 0.0 0.0 0.0 0.000
H 3.587335 -2.926273 1.377290 0.0 0.0 0.0 0.001
H 2.743998 -4.222707 0.517895 0.0 0.0 0.0 0.000
H 2.341162 -3.478173 3.465464 0.0 0.0 0.0 0.000
H 3.149248 -4.928163 2.847079 0.0 0.0 0.0 0.000
H 1.411873 -4.706949 2.594155 0.0 0.0 0.0 0.000
F 1.137173 -0.536285 -5.778948 0.0 0.0 -0.1 0.019
C 0.561011 -0.998924 -4.667619 -0.1 -0.1 0.2 0.210
C -0.788346 -0.737940 -4.451710 0.0 0.0 -0.1 -0.054
C -1.373555 -1.184327 -3.294789 0.0 0.0 0.1 0.238
C -0.627166 -1.897015 -2.309902 0.1 -0.1 -0.2 -0.276
C -1.237127 -2.365623 -1.116974 0.0 -0.1 -0.1 0.582
C 0.735150 -2.186077 -2.611583 -0.2 0.0 0.1 0.202
C 1.322968 -1.733679 -3.769408 0.1 0.0 -0.1 -0.067
H -1.353330 -0.201866 -5.202945 0.0 0.0 0.0 -0.001
H -2.428524 -1.014241 -3.127024 0.0 0.0 0.0 0.002
H -0.740906 -3.142442 -0.545825 0.0 0.1 0.1 0.034
H -2.318520 -2.343318 -1.055040 0.0 0.1 0.1 0.014
H 1.302527 -2.789956 -1.917413 0.0 0.0 0.0 0.007
H 2.355562 -1.957477 -4.004351 0.0 0.0 0.0 0.002
```
Forces are in eV/Å.

Output
HOMO (spin up / spin down) = -9.801 / -11.710 eV
total charge = +1
Kohn-Sham gap (spin up / spin down) = 7.6919 / 6.9623 eV
spin multiplicity = 5
LUMO level (spin up / spin down) = -0.078 / -0.174 Ha

(2)
# C4H12NOSi

A 2-piece molecular cluster, C4H12NOSi overall in a non-equilibrium geometry (ωB97M-V/def2-TZVPD, OMol25).

```
19
Properties=species:S:1:pos:R:3:forces:R:3:mulliken_spin:R:1
C 2.832858 0.269861 0.331366 3.2 0.0 3.2 0.882
C -0.043841 1.252574 -0.985815 2.2 -0.3 -1.5 -0.024
C -1.296341 0.188678 1.555459 -0.9 0.3 -1.7 0.003
C -1.838540 -1.317865 -0.813585 0.4 -0.1 -0.8 0.003
N 1.218396 -1.109898 0.473457 -2.1 0.8 1.2 0.813
O 0.936620 -1.553536 -0.760294 0.3 -0.5 -2.2 0.310
Si -0.325744 -0.378245 -0.112800 -1.0 -1.1 1.7 0.051
H 2.558950 0.849294 1.226364 0.0 -0.5 -0.2 -0.046
H 3.843038 -0.199040 0.452593 -1.0 0.4 -0.5 -0.024
H 2.562582 0.782125 -0.510311 -0.2 0.6 -2.4 0.014
H -0.775548 2.061263 -1.029991 -0.1 -0.3 0.3 0.002
H 0.947433 1.612463 -0.589767 -1.3 0.2 -0.1 0.004
H 0.257298 0.982734 -2.046553 -0.5 0.4 0.8 -0.005
H -0.673175 0.985050 1.935447 0.1 0.3 0.6 0.013
H -2.364892 0.589508 1.359239 1.6 -0.6 0.4 0.007
H -1.318142 -0.666767 2.223332 -0.1 0.0 0.3 0.000
H -2.557749 -0.512978 -0.912409 -0.5 0.1 0.0 0.001
H -1.799284 -1.867333 -1.794209 0.2 0.4 1.0 -0.001
H -2.163928 -1.967891 -0.001517 -0.2 -0.2 -0.1 0.000
```
Forces are in eV/Å.

Output
HOMO (spin up / spin down) = -0.910 / -2.837 eV
total charge = -1
Kohn-Sham gap (spin up / spin down) = 5.0348 / 6.8895 eV
spin multiplicity = 3
LUMO level (spin up / spin down) = 0.152 / 0.149 Ha

(3)
# C16H43ClMnO6Si2

C16H43ClMnO6Si2 as an isolated structure in a non-equilibrium geometry (ωB97M-V/def2-TZVPD, OMol25).

```
69
Properties=species:S:1:pos:R:3:forces:R:3:mulliken_spin:R:1
O 0.898795 1.128147 1.084763 -2.2 1.4 0.7 -0.022
O -2.271055 2.758132 -1.630473 -0.5 -0.3 -0.8 0.000
C -0.048119 1.297205 2.240790 0.6 -0.2 -0.5 0.040
C 0.752678 1.491782 3.516667 0.2 0.4 -0.1 0.031
H -0.693897 0.385186 2.282348 0.5 0.7 -0.3 -0.048
H -0.648086 2.160104 1.972166 -0.3 -0.1 0.3 0.002
H 1.280624 0.578404 3.819581 -0.1 0.3 -0.2 -0.002
H 0.103189 1.807516 4.335986 -0.1 -0.1 -0.1 0.002
H 1.482379 2.304354 3.366805 -0.1 -0.4 0.1 0.000
C 1.311246 2.282246 0.282239 0.3 -1.0 0.0 0.040
C 0.533201 3.542892 0.443884 0.1 0.7 -0.3 0.003
H 1.244267 1.910253 -0.748259 0.0 0.3 0.2 -0.008
H 2.365601 2.412372 0.530229 0.0 0.2 -0.1 -0.001
H -0.500613 3.482812 0.106056 -0.1 -0.2 0.1 -0.002
H 1.026132 4.242956 -0.243572 -0.1 0.0 0.1 0.001
H 0.596651 3.987940 1.436317 0.0 -0.1 0.1 0.000
C -1.655906 1.967047 -2.647010 0.4 0.1 0.0 0.000
C -3.515091 2.232249 -1.174877 -0.3 0.3 0.1 0.000
C -0.587267 2.839003 -3.292654 0.2 0.2 0.0 0.000
H -2.369839 1.608762 -3.431202 0.2 0.3 0.8 0.000
H -1.181719 1.093679 -2.156434 -0.2 0.0 -0.4 -0.001
H -1.006693 3.799388 -3.628451 0.0 -0.4 0.1 0.000
H -0.116175 2.358021 -4.155421 -0.2 -0.1 0.1 0.000
H 0.211935 3.058347 -2.575393 -0.1 0.0 -0.1 0.000
C -4.472577 3.389504 -0.904841 0.0 0.2 0.0 0.000
H -3.309027 1.712435 -0.236244 -0.2 -0.3 0.0 0.000
H -3.974611 1.534359 -1.910950 0.5 0.3 0.4 0.000
H -4.056616 4.085087 -0.166998 0.1 -0.1 -0.2 0.000
H -5.426868 3.044581 -0.505093 0.0 -0.2 0.0 0.000
H -4.691180 3.948226 -1.821669 0.2 -0.1 0.1 0.000
H -2.147014 -1.646881 1.813684 0.4 0.1 0.7 -0.004
Mn 1.529737 -0.692207 1.010442 -0.2 -3.1 -0.4 4.724
C -2.262562 -1.257880 0.818672 0.8 0.6 -1.1 0.002
Si -2.978418 -2.756955 -0.035665 -0.2 0.3 0.5 0.001
H -2.885390 -0.341135 0.845214 0.3 -0.6 -0.2 0.003
H -1.282287 -1.047663 0.339674 -0.2 0.2 0.5 0.022
C -4.611004 -2.687017 0.878646 -0.3 -0.5 -0.3 0.000
C -1.973872 -4.281921 0.360023 -0.3 -0.3 0.2 0.000
C -3.110793 -2.589525 -1.888251 -0.3 0.1 -0.2 0.000
C 3.342172 -0.551718 1.782495 0.8 0.0 0.7 0.134
Si 4.198235 -0.421690 0.116022 0.5 -0.4 1.3 -0.059
H 3.533834 -1.444849 2.414585 0.2 0.5 -0.6 0.004
H 3.351379 0.357418 2.411290 0.3 -0.2 -0.3 -0.007
C 5.072747 1.237786 0.076157 0.3 0.2 -0.1 0.015
C 3.019129 -0.493113 -1.366108 -0.2 -0.1 -0.4 0.098
C 5.318856 -1.900719 -0.087197 0.2 0.1 -0.2 0.014
H -2.939559 -1.543513 -2.197774 -0.2 -0.4 0.0 0.000
H -4.132027 -2.905863 -2.188761 0.6 0.2 -0.1 0.000
H -2.352013 -3.236137 -2.363869 -0.4 0.3 0.1 0.000
H -4.404477 -2.746202 1.960922 -0.2 -0.1 -0.4 0.000
H -5.246000 -3.525724 0.555120 -0.2 0.3 0.4 0.000
H -5.100254 -1.718512 0.672382 0.0 -0.5 0.1 0.000
H -1.409310 -4.175451 1.297636 -0.2 -0.1 -0.2 0.000
H -1.244294 -4.498955 -0.429354 -0.2 0.0 0.2 0.000
H -2.661241 -5.151829 0.457599 0.5 0.4 -0.1 0.000
H 3.476226 0.098307 -2.176296 -0.3 -0.1 0.2 0.015
H 1.986146 -0.104856 -1.229434 0.3 -0.1 -0.2 -0.037
H 2.934080 -1.538451 -1.705846 0.0 0.5 0.1 -0.001
H 5.784702 -1.910732 -1.078439 0.0 -0.1 0.0 0.001
H 4.740712 -2.825252 0.037780 0.2 0.3 -0.1 -0.004
H 6.115260 -1.898274 0.663615 -0.1 0.0 -0.1 0.001
H 5.881480 1.252834 -0.664995 -0.1 0.1 0.0 0.000
H 5.515940 1.446890 1.058739 -0.1 -0.1 -0.2 -0.001
H 4.392317 2.065385 -0.162807 0.1 -0.1 0.0 -0.002
O 1.038917 -5.020761 0.684006 0.7 0.9 0.1 0.003
Cl 1.862988 -3.839413 0.754770 0.1 0.1 0.8 -0.002
O 3.271847 -4.189341 0.854286 -1.6 0.4 -0.1 0.002
O 1.627081 -2.967734 -0.418439 0.0 -0.1 0.6 0.017
O 1.465364 -2.991331 1.941184 0.1 -0.7 -1.3 0.024
```
Forces are in eV/Å.

Output
HOMO (spin up / spin down) = -7.247 / -8.387 eV
total charge = 0
Kohn-Sham gap (spin up / spin down) = 7.5086 / 8.5393 eV
spin multiplicity = 6
LUMO level (spin up / spin down) = 0.010 / 0.006 Ha